1.
Density functional theory data (ωB97M-V/def2-TZVPD) for a structure of composition C21H28BFeN8O.

As for the expectation value of S²: 6.01. As for the maximum force: 0.0071 hartree/bohr. Its multiplicity is 5. The HOMO energy (alpha / beta) comes out at -11.6 / -11.6 eV. The energy relative to the best compared isomer or geometry (same formula, charge and spin) comes out at 0.0 kcal/mol. The total energy is -71263.0015 eV. As for the net charge: +1.

Element x y z (Å)
1 Fe 0.00 -1.20 -0.25
2 C 0.63 -4.53 1.24
3 C 0.71 -3.28 2.06
4 C 1.02 -3.12 3.40
5 C 0.96 -1.76 3.65
6 C 1.20 -1.03 4.93
7 N 0.62 -1.15 2.50
8 N 0.47 -2.09 1.52
9 B 0.42 0.38 2.25
10 N -1.01 0.64 1.72
11 N -1.49 -0.15 0.72
12 C -2.77 0.17 0.53
13 C -3.60 -0.52 -0.49
14 C -3.13 1.18 1.42
15 C -1.99 1.45 2.17
16 C -1.79 2.44 3.26
17 N 1.43 0.86 1.17
18 N 1.60 0.09 0.06
19 C 2.56 0.65 -0.68
20 C 3.02 0.03 -1.96
21 C 3.02 1.80 -0.03
22 C 2.28 1.89 1.14
23 C 2.33 2.94 2.19
24 H 0.85 -5.40 1.86
25 H 1.35 -4.52 0.43
26 H -0.37 -4.66 0.82
27 H 1.27 -3.89 4.11
28 H 1.45 -1.75 5.70
29 H 0.31 -0.48 5.24
30 H 2.02 -0.32 4.83
31 H 0.60 0.97 3.26
32 H -3.02 -1.27 -1.03
33 H -4.01 0.18 -1.22
34 H -4.45 -1.03 -0.02
35 H -4.09 1.65 1.53
36 H -2.75 2.87 3.55
37 H -1.13 3.25 2.93
38 H -1.34 1.98 4.14
39 H 2.43 -0.85 -2.20
40 H 4.06 -0.27 -1.89
41 H 2.94 0.74 -2.78
42 H 3.80 2.46 -0.36
43 H 3.25 3.51 2.11
44 H 2.28 2.50 3.19
45 H 1.49 3.64 2.09
46 N -1.36 0.57 -7.12
47 C -1.19 1.32 -6.02
48 O -1.24 2.53 -6.02
49 C -0.93 0.59 -4.71
50 C -0.83 1.37 -3.57
51 C -0.58 0.77 -2.36
52 N -0.43 -0.56 -2.24
53 C -0.52 -1.32 -3.33
54 C -0.77 -0.79 -4.58
55 H -1.55 1.05 -7.99
56 H -1.37 -0.44 -7.12
57 H -0.94 2.44 -3.65
58 H -0.49 1.35 -1.45
59 H -0.39 -2.38 -3.20
60 H -0.82 -1.47 -5.42

***

2.
Density functional theory data (ωB97M-V/def2-TZVPD) for a structure of composition C21H28ClFKMgN2O5S at a distorted geometry.

As for the maximum force: 0.1012 hartree/bohr. The HOMO energy comes out at -9.6 eV. The energy relative to the best compared isomer or geometry (same formula, charge and spin) comes out at 0.0 kcal/mol. The total energy is -83278.4361 eV. As for the net charge: +1.

Element x y z (Å)
1 C 4.63 0.13 2.77
2 C 4.72 0.61 1.30
3 C 3.30 0.55 0.70
4 C 3.17 1.11 -0.74
5 C 2.55 0.13 -1.76
6 C 2.95 -1.38 -1.65
7 C 1.80 -2.39 -1.55
8 C 2.38 -3.81 -1.76
9 Cl 1.12 -4.96 -2.23
10 O 3.30 0.47 -2.98
11 C 2.50 0.20 -4.07
12 O 2.81 0.30 -5.19
13 O 1.26 -0.21 -3.59
14 C 1.17 0.47 -2.33
15 S 1.13 2.29 -2.80
16 C -0.11 0.34 -1.50
17 C -0.17 -0.01 -0.14
18 C -1.36 -0.04 0.63
19 C -2.51 0.26 -0.08
20 C -2.35 0.55 -1.44
21 N -1.21 0.62 -2.14
22 H 4.22 0.91 3.42
23 H 5.59 -0.24 3.12
24 H 3.92 -0.70 2.84
25 H 5.35 -0.12 0.79
26 H 5.12 1.63 1.27
27 H 2.66 1.17 1.35
28 H 2.92 -0.47 0.82
29 H 2.63 2.07 -0.70
30 H 4.19 1.32 -1.11
31 H 3.64 -1.54 -0.82
32 H 3.49 -1.65 -2.55
33 H 1.03 -2.27 -2.31
34 H 1.33 -2.43 -0.56
35 H 3.20 -3.80 -2.47
36 H 2.81 -4.16 -0.82
37 H 0.01 2.31 -3.55
38 H 0.77 -0.26 0.38
39 H -1.38 -0.27 1.70
40 H -3.48 0.26 0.39
41 H -3.25 0.75 -2.00
42 N -5.82 -1.44 1.26
43 C -5.02 -1.40 2.37
44 C -5.77 -0.95 3.42
45 C -7.08 -0.72 2.92
46 C -7.08 -1.03 1.59
47 H -5.52 -1.72 0.34
48 H -3.98 -1.69 2.32
49 H -5.43 -0.81 4.43
50 H -7.93 -0.36 3.48
51 H -7.86 -0.99 0.85
52 K 5.27 2.54 -1.43
53 F -2.60 -1.32 -2.70
54 C -2.52 3.83 1.11
55 C -2.29 3.08 2.43
56 O -1.68 3.66 3.34
57 O -2.75 1.90 2.49
58 H -2.09 4.83 1.16
59 H -2.05 3.28 0.29
60 H -3.59 3.91 0.91
61 Mg -0.05 -2.38 0.77

***

> Number 2 is which compound?

C21H28ClFKMgN2O5S

***

> Which value of energy relative to the best compared isomer or geometry (same formula, charge and spin) does entry 1 give?

0.0 kcal/mol

***

> Number 2 is which compound?

C21H28ClFKMgN2O5S